Density functional theory data (ωB97M-V/def2-TZVPD) for a molecular structure, C18H15N6O8 at a distorted geometry.

XYZ file:
```
47
Properties=species:S:1:pos:R:3:forces:R:3:mulliken_charge:R:1
C -1.4500 3.1753 -3.1227 0.2 0.3 -0.3 -1.15
C -2.3555 2.3624 -2.2481 0.5 -0.3 0.0 -0.26
O -1.4895 1.4831 -1.4899 -0.9 0.7 -0.9 -0.25
C -2.1897 0.8977 -0.5106 0.9 -0.8 2.1 0.02
C -1.3217 0.1282 0.4675 -1.6 7.7 0.9 1.70
C -2.1674 -0.1661 1.6665 0.2 -0.7 0.1 -1.87
N -0.1479 0.9005 0.6605 -0.7 -0.1 -0.8 -0.34
C 0.4927 1.1856 1.7164 -0.1 -0.5 0.8 -0.69
C 1.6510 2.0841 1.6404 0.6 0.2 -0.4 0.71
C 2.5918 2.2081 2.6834 -0.4 0.2 -0.5 -0.43
C 3.6407 3.1206 2.5622 -0.1 0.1 -0.3 -0.58
C 3.7617 3.9103 1.4065 -0.1 -0.2 0.0 -0.34
C 2.8551 3.7532 0.3457 -0.1 -0.4 0.4 -0.50
C 1.8212 2.8228 0.4583 0.4 0.4 0.2 -0.45
O -3.3947 1.0144 -0.3896 -0.1 -0.1 -0.5 -0.71
H -2.0540 3.8567 -3.7226 0.0 0.1 -0.1 0.41
H -0.7664 3.7756 -2.5131 -0.1 -0.1 -0.1 0.24
H -0.8602 2.5455 -3.7957 -0.1 0.1 0.1 0.28
H -2.9102 3.0014 -1.5523 0.0 -0.2 -0.2 0.31
H -3.0657 1.7569 -2.8248 0.1 0.2 0.1 0.29
H -3.0378 -0.7302 1.3112 0.0 0.0 0.4 0.39
H -1.5835 -0.7361 2.3947 -0.4 0.0 0.0 0.43
H -2.5060 0.7799 2.1122 0.0 -0.3 0.0 0.41
H 0.2725 0.8143 2.7337 -0.2 0.0 -0.3 0.26
H 2.4767 1.5748 3.5646 0.1 0.2 -0.2 0.36
H 4.3688 3.2236 3.3698 -0.2 0.0 -0.2 0.34
H 4.5675 4.6414 1.3261 -0.2 -0.2 0.1 0.33
H 2.9435 4.3457 -0.5652 0.1 -0.1 0.2 0.36
H 1.1074 2.6493 -0.3487 0.2 0.1 0.2 0.45
O 1.2201 -6.5382 -1.9311 -0.1 0.7 0.6 -0.71
N 1.2629 -5.5550 -1.2087 -0.4 2.0 0.6 0.77
C 0.5331 -4.3954 -1.0465 1.1 -2.1 -0.9 0.17
C 1.1538 -3.6334 -0.0477 2.0 -0.3 1.7 0.76
N 2.2581 -4.2619 0.4372 -2.2 0.8 -1.3 -0.57
O 2.3281 -5.4229 -0.2830 0.1 -0.7 -0.4 -0.20
C 0.5450 -2.3991 0.4124 -1.5 0.2 -1.3 -0.66
N 1.1157 -1.7442 1.6262 0.4 1.0 1.6 1.08
O 2.2899 -1.3482 1.6059 -1.9 -0.9 -0.2 -0.58
O 0.3612 -1.6260 2.6221 1.7 -0.7 -2.1 -0.60
C -0.6123 -1.9415 -0.1910 3.5 -5.6 0.7 0.57
C -1.2544 -2.7916 -1.0853 -1.3 -1.8 -1.1 -0.31
N -2.6260 -2.8545 -1.3636 1.7 0.8 0.9 0.85
O -3.5474 -2.1005 -1.0869 0.6 -1.0 -0.6 -0.68
O -2.8643 -4.0877 -1.9731 0.0 0.6 -0.4 -0.21
N -1.6978 -4.7998 -2.1331 1.7 1.2 1.2 -0.57
C -0.7359 -4.0202 -1.5608 -2.9 -1.5 -0.9 0.09
H -0.9802 -0.8588 -0.1293 -0.7 0.9 0.7 0.07
```
Positions in Å, forces in eV/Å.

Summary:
energy above the lowest of the compared OMol25 structures with the same formula, charge and spin = 9.811 eV
highest occupied orbital energy = -3.3 eV
calculated total energy = -1624.90983 hartree
total charge = -1
orbital gap = 4.832 eV
multiplicity = 1